Computed, not measured: the molecule C2H5N3O, with wB97M-V/def2-TZVPD.

The geometry in ORCA input format:
```
! wB97M-V def2-TZVPD RIJCOSX def2/J DEFGRID3
* xyz 0 1
C 0.670 0.959 -1.484
N 1.403 1.014 -0.342
N 1.176 0.128 0.621
C 0.052 -0.611 0.831
N -1.052 -0.483 0.176
O -2.102 -1.083 0.822
H 0.978 1.692 -2.324
H -0.252 0.361 -1.678
H 2.109 -0.160 1.101
H 0.052 -1.170 1.798
H -3.035 -0.648 0.480
*
```

Values from the calculation:
SMILES string: C=NN/C=N/O
E_HOMO (eV): -8.33
Kohn-Sham gap (eV): 9.129

Löwdin atomic charge list, values in e, 2 entries:
1 C -0.029
2 N -0.061


Computed, not measured: a cluster of 2 separate species, C3H12N3 in total, with wB97M-V/def2-TZVPD.

The geometry in ORCA input format:
```
! wB97M-V def2-TZVPD RIJCOSX def2/J DEFGRID3
* xyz 1 1
C -1.343 0.850 0.440
N -0.926 1.875 -0.504
C -1.129 -0.496 -0.238
N -1.587 -1.609 0.676
H -2.416 0.976 0.609
H -0.810 0.889 1.401
H -1.336 2.765 -0.246
H 0.079 2.005 -0.477
H -0.092 -0.695 -0.477
H -1.713 -0.537 -1.162
H -1.499 -2.545 0.277
H -1.049 -1.594 1.546
H -2.568 -1.495 0.946
C 3.113 0.056 -0.889
N 4.051 -0.474 -0.239
H 3.258 0.230 -1.952
H 2.153 0.377 -0.460
H 3.815 -0.577 0.749
*
```

Values from the calculation:
E_HOMO (eV): -12.97
Kohn-Sham gap (eV): 8.966

Löwdin atomic charge list, values in e, 2 entries:
1 C -0.280
2 N 0.018


Computed, not measured: a structure of composition C15H27Cl2N2NdP, with wB97M-V/def2-TZVPD.

The geometry in ORCA input format:
```
! wB97M-V def2-TZVPD RIJCOSX def2/J DEFGRID3
* xyz -1 4
Nd -0.839 -0.280 1.348
Cl -2.204 1.335 -0.110
Cl 0.118 -2.430 0.264
H -2.420 -1.326 1.888
H 0.707 0.556 0.324
P 0.063 0.199 -3.548
C 0.301 1.951 -4.052
C 1.205 -1.042 -4.300
C -1.723 -0.174 -3.711
C 1.180 2.641 -2.989
H -0.718 2.372 -3.990
C 0.820 2.119 -5.477
H 1.831 1.715 -5.605
H 0.859 3.195 -5.692
H 0.156 1.656 -6.223
H 0.858 2.389 -1.966
H 1.106 3.725 -3.113
H 2.229 2.343 -3.112
H -2.205 0.731 -3.301
C -2.121 -1.343 -2.786
C -2.163 -0.353 -5.165
H -2.109 0.594 -5.721
H -3.214 -0.679 -5.169
H -1.576 -1.110 -5.703
H -1.525 -1.396 -1.859
H -2.043 -2.302 -3.314
H -3.171 -1.192 -2.483
C 2.621 -0.784 -3.757
H 1.168 -0.852 -5.388
C 0.769 -2.485 -4.004
H 3.009 0.196 -4.058
H 3.316 -1.546 -4.135
H 2.615 -0.837 -2.658
H 0.668 -2.638 -2.921
H 1.532 -3.186 -4.374
H -0.177 -2.755 -4.495
N 0.161 -0.122 9.067
C 0.148 -0.042 7.898
C 0.123 0.045 6.461
C -0.424 -1.004 5.713
C -0.454 -0.889 4.328
N -0.017 0.218 3.673
C 0.554 1.214 4.399
C 0.630 1.167 5.786
H -0.844 -1.897 6.183
H -0.855 -1.703 3.700
H 0.949 2.079 3.858
H 1.082 2.013 6.305
*
```

Values from the calculation:
E_HOMO (spin up / spin down) (eV): -3.27 / -3.15
Expectation value of S²: 3.762
Kohn-Sham gap (spin up / spin down) (eV): 4.110 / 3.984

Löwdin atomic charge list, values in e, 2 entries:
1 Nd 0.548
2 Cl -0.381


Computed, not measured: a cluster of 8 separate species, C52H120F8N5O17P3S8 in total, with wB97M-V/def2-TZVPD.

The geometry in ORCA input format:
```
! wB97M-V def2-TZVPD RIJCOSX def2/J DEFGRID3
* xyz 0 1
C 4.556 1.477 -0.489
C 3.762 2.030 -1.633
C 2.279 1.729 -1.639
O 2.024 0.412 -2.020
C 0.675 0.127 -2.121
N 3.835 3.538 -1.595
H 4.795 3.856 -1.771
H 3.133 4.011 -2.187
H 3.614 3.863 -0.643
H 5.633 1.492 -0.644
H 4.248 0.453 -0.266
H 4.340 2.016 0.440
H 4.124 1.843 -2.648
H 1.754 2.429 -2.302
H 1.848 1.918 -0.634
H 0.160 0.197 -1.149
H 0.530 -0.898 -2.481
H 0.108 0.694 -2.874
C 4.109 10.270 -1.827
C 3.868 8.790 -1.628
C 2.597 8.477 -0.862
C 2.314 6.967 -0.768
P 0.667 6.524 -0.272
C -0.557 7.407 -1.219
C -0.365 7.396 -2.736
C -1.239 8.409 -3.465
C -0.864 8.518 -4.939
C 0.480 6.815 1.499
C -0.852 6.336 2.085
C -1.061 6.792 3.518
C -1.309 8.291 3.659
C 0.480 4.757 -0.588
C -0.938 4.239 -0.815
C -1.007 2.712 -0.868
C -0.921 2.035 0.506
H 3.972 10.860 -0.913
H 3.422 10.624 -2.598
H 5.130 10.547 -2.092
H 4.633 8.274 -1.026
H 4.007 8.262 -2.570
H 1.765 9.038 -1.309
H 2.660 8.858 0.163
H 3.109 6.456 -0.240
H 2.400 6.592 -1.799
H -0.595 8.464 -0.935
H -1.555 7.043 -0.958
H -0.505 6.402 -3.175
H 0.679 7.600 -2.999
H -1.174 9.375 -2.956
H -2.275 8.051 -3.459
H 0.152 8.888 -5.078
H -1.568 9.150 -5.479
H -0.877 7.535 -5.414
H 0.598 7.894 1.628
H 1.278 6.264 2.008
H -0.936 5.262 1.913
H -1.661 6.740 1.455
H -0.116 6.591 4.032
H -1.845 6.230 4.024
H -2.353 8.597 3.514
H -0.855 8.892 2.866
H -1.022 8.611 4.658
H 1.118 4.262 0.149
H 0.965 4.596 -1.561
H -1.308 4.608 -1.773
H -1.650 4.563 -0.049
H -0.195 2.307 -1.485
H -1.916 2.418 -1.399
H -1.278 1.010 0.401
H -1.565 2.565 1.216
H 0.077 2.095 0.937
C -6.661 -1.353 5.007
C -7.410 -0.977 3.735
C -7.602 -2.145 2.782
C -6.248 -2.763 2.397
P -6.173 -4.124 1.201
C -7.805 -4.212 0.408
C -8.088 -5.450 -0.429
C -9.493 -5.505 -1.036
C -10.004 -4.203 -1.664
C -5.066 -3.735 -0.167
C -5.186 -2.402 -0.924
C -4.111 -2.246 -1.989
C -2.730 -2.077 -1.381
C -5.891 -5.717 1.977
C -7.083 -6.343 2.716
C -6.945 -6.274 4.241
C -7.286 -7.542 5.026
H -7.057 -2.258 5.465
H -6.483 -0.504 5.662
H -5.619 -1.604 4.760
H -6.993 -0.093 3.250
H -8.406 -0.660 4.064
H -8.159 -1.964 1.863
H -8.183 -2.920 3.297
H -5.675 -3.126 3.250
H -5.681 -1.986 1.869
H -7.948 -3.296 -0.171
H -8.539 -4.103 1.214
H -7.895 -6.371 0.132
H -7.313 -5.575 -1.197
H -10.201 -5.901 -0.309
H -9.404 -6.217 -1.862
H -9.386 -3.822 -2.473
H -10.063 -3.447 -0.875
H -11.033 -4.387 -1.968
H -5.210 -4.580 -0.849
H -4.048 -3.765 0.241
H -5.060 -1.593 -0.199
H -6.197 -2.352 -1.335
H -4.374 -1.368 -2.584
H -4.158 -3.040 -2.742
H -2.808 -1.255 -0.660
H -1.935 -1.785 -2.063
H -2.393 -2.951 -0.820
H -4.961 -5.758 2.542
H -5.712 -6.326 1.078
H -7.142 -7.397 2.443
H -8.031 -5.889 2.430
H -7.554 -5.461 4.660
H -5.951 -5.942 4.564
H -8.350 -7.659 5.225
H -6.723 -7.622 5.954
H -6.978 -8.419 4.445
C 3.770 -2.144 -3.667
C 3.830 -2.825 -2.307
C 2.940 -4.073 -2.303
C 3.249 -5.069 -1.174
P 2.494 -4.652 0.413
C 2.779 -2.945 0.972
C 2.176 -2.600 2.330
C 2.211 -1.081 2.544
C 3.579 -0.567 2.964
C 0.678 -4.758 0.177
C 0.082 -6.137 -0.101
C -1.427 -6.022 -0.324
C -2.193 -7.317 -0.040
C 2.972 -5.700 1.796
C 3.058 -7.198 1.524
C 3.488 -7.990 2.766
C 2.350 -8.170 3.762
H 4.217 -2.776 -4.436
H 4.320 -1.203 -3.680
H 2.763 -1.815 -3.946
H 3.472 -2.103 -1.574
H 4.862 -3.106 -2.106
H 3.022 -4.604 -3.253
H 1.900 -3.732 -2.217
H 4.317 -5.253 -1.051
H 2.823 -6.079 -1.284
H 2.426 -2.291 0.172
H 3.873 -2.963 0.947
H 2.785 -3.051 3.116
H 1.141 -2.940 2.406
H 1.491 -0.858 3.343
H 1.730 -0.556 1.711
H 3.509 0.512 3.095
H 4.379 -0.836 2.277
H 3.825 -0.937 3.962
H 0.486 -4.031 -0.618
H 0.306 -4.310 1.102
H 0.266 -6.797 0.744
H 0.522 -6.485 -1.038
H -1.670 -5.643 -1.318
H -1.822 -5.290 0.396
H -1.796 -8.169 -0.599
H -3.238 -7.185 -0.320
H -2.046 -7.614 1.000
H 2.253 -5.453 2.589
H 3.921 -5.372 2.228
H 3.801 -7.376 0.747
H 2.118 -7.640 1.177
H 4.335 -7.465 3.216
H 3.906 -8.954 2.472
H 1.878 -7.205 3.950
H 2.745 -8.525 4.717
H 1.641 -8.943 3.466
N 3.312 4.496 1.324
S 2.922 4.041 2.807
O 2.426 5.036 3.699
O 3.565 2.885 3.313
F 1.478 3.417 2.277
S 4.717 5.291 1.628
O 5.781 4.502 2.127
O 4.492 6.568 2.202
F 5.155 5.566 0.126
N 6.662 1.560 -4.112
S 7.632 0.469 -3.305
O 7.490 0.573 -1.895
O 8.887 0.156 -3.863
F 6.732 -0.794 -3.634
S 7.257 2.903 -3.574
O 8.670 3.071 -3.545
O 6.536 3.488 -2.468
F 6.869 3.868 -4.794
N 5.834 -4.311 0.761
S 6.831 -3.134 0.157
O 7.045 -3.127 -1.248
O 7.905 -2.733 0.982
F 5.748 -1.961 0.346
S 6.902 -5.454 1.050
O 7.586 -5.291 2.290
O 7.629 -5.949 -0.065
F 5.839 -6.613 1.450
N 1.955 4.855 -3.427
S 2.702 5.735 -4.574
O 2.270 7.082 -4.680
O 3.031 5.006 -5.736
F 4.105 5.851 -3.844
S 0.732 4.252 -4.277
O 0.951 2.952 -4.812
O -0.096 5.182 -4.966
F -0.182 3.878 -2.967
*
```

Values from the calculation:
E_HOMO (eV): -8.06
Kohn-Sham gap (eV): 6.596

Löwdin atomic charge list, values in e, 2 entries:
1 C 0.007
2 C -0.269


Repeat the first record exactly.
Computed, not measured: the molecule C2H5N3O, with wB97M-V/def2-TZVPD.

The geometry in ORCA input format:
```
! wB97M-V def2-TZVPD RIJCOSX def2/J DEFGRID3
* xyz 0 1
C 0.670 0.959 -1.484
N 1.403 1.014 -0.342
N 1.176 0.128 0.621
C 0.052 -0.611 0.831
N -1.052 -0.483 0.176
O -2.102 -1.083 0.822
H 0.978 1.692 -2.324
H -0.252 0.361 -1.678
H 2.109 -0.160 1.101
H 0.052 -1.170 1.798
H -3.035 -0.648 0.480
*
```

Values from the calculation:
SMILES string: C=NN/C=N/O
E_HOMO (eV): -8.33
Kohn-Sham gap (eV): 9.129

Löwdin atomic charge list, values in e, 2 entries:
1 C -0.029
2 N -0.061


What did the second record say?
Computed, not measured: a cluster of 2 separate species, C3H12N3 in total, with wB97M-V/def2-TZVPD.

The geometry in ORCA input format:
```
! wB97M-V def2-TZVPD RIJCOSX def2/J DEFGRID3
* xyz 1 1
C -1.343 0.850 0.440
N -0.926 1.875 -0.504
C -1.129 -0.496 -0.238
N -1.587 -1.609 0.676
H -2.416 0.976 0.609
H -0.810 0.889 1.401
H -1.336 2.765 -0.246
H 0.079 2.005 -0.477
H -0.092 -0.695 -0.477
H -1.713 -0.537 -1.162
H -1.499 -2.545 0.277
H -1.049 -1.594 1.546
H -2.568 -1.495 0.946
C 3.113 0.056 -0.889
N 4.051 -0.474 -0.239
H 3.258 0.230 -1.952
H 2.153 0.377 -0.460
H 3.815 -0.577 0.749
*
```

Values from the calculation:
E_HOMO (eV): -12.97
Kohn-Sham gap (eV): 8.966

Löwdin atomic charge list, values in e, 2 entries:
1 C -0.280
2 N 0.018